Entry from the Open Molecules 2025 dataset: C45H35FN7S3V as an isolated structure at a distorted geometry (ωB97M-V with the def2-TZVPD basis set).

Atoms and positions in Å:
H 0.569 1.081 -3.510
C -2.234 3.004 2.118
H 4.602 1.162 -3.158
C 7.134 -1.976 2.530
H -1.137 -2.838 -3.567
C 0.201 0.218 -4.040
F -2.774 4.523 -3.927
C -1.782 2.135 1.110
C -1.184 3.944 -2.272
C 2.463 -1.077 -2.079
H -0.846 4.971 -2.238
H 0.161 3.278 -0.782
C -3.624 -5.426 0.989
N 1.878 0.490 0.959
H -4.932 -7.102 0.898
C -4.073 4.593 2.826
H -2.642 -3.876 3.844
C 2.554 2.541 -1.677
H 2.256 2.645 -0.630
N 1.893 0.090 -1.654
N -0.462 -0.903 -1.949
C -3.949 -5.567 3.741
H -6.599 4.665 0.636
H 0.541 3.443 5.096
H -2.463 1.898 0.299
H 2.824 -3.086 -1.540
C 5.121 -0.946 1.975
C -5.316 5.062 2.372
H 2.747 2.350 5.053
H -3.489 -5.339 -0.077
H -3.604 4.943 3.728
C -1.336 -2.229 -0.326
C -2.106 1.337 -2.320
C -4.594 -6.479 2.919
C 3.624 -0.805 -2.767
C 0.255 0.208 -5.421
C 2.437 1.379 3.154
H -1.683 -2.893 1.938
N -0.588 1.599 1.052
H -3.593 2.064 -3.700
N -1.188 -1.929 -1.593
N -2.074 -3.260 0.002
H 1.351 -2.887 -2.486
C -0.970 1.617 -1.558
V 0.286 0.321 -0.614
C 6.883 -2.577 1.335
S 5.415 -2.016 0.623
C -4.425 -6.399 1.544
C 2.726 1.102 -2.038
H 4.316 0.771 3.966
C -2.730 2.300 -3.098
C -2.968 -4.506 1.816
C -0.764 -1.974 -4.095
C -0.721 -1.966 -5.472
C -3.137 -4.592 3.204
C -2.225 3.584 -3.104
H -4.090 -5.611 4.812
H -5.901 5.800 2.895
C 0.276 1.834 2.084
C -0.339 -0.866 -3.340
H 6.174 -0.487 3.808
H 8.000 -2.189 3.134
C 3.788 0.593 -2.747
S -0.489 -1.228 0.877
H -1.658 3.841 4.038
H 1.386 -2.403 -0.775
H -0.206 -0.851 -7.231
N -2.181 -3.524 1.303
C -0.592 2.961 -1.495
H 3.508 3.049 -1.817
H 3.249 -0.756 0.099
H -5.228 -7.241 3.345
C -0.109 2.636 3.203
C -3.503 3.651 1.996
H -1.075 -2.827 -6.020
H 4.274 -1.527 -3.227
C 3.940 -0.140 2.035
C 6.141 -1.054 2.895
C -1.358 3.225 3.203
H 7.471 -3.316 0.828
C 0.832 2.811 4.266
C 3.634 0.688 3.131
C -5.704 4.491 1.200
H 1.816 3.038 -2.312
H 0.667 1.060 -5.942
C 1.964 -2.437 -1.702
C 1.540 1.234 2.051
H -2.538 0.343 -2.321
C -0.221 -0.868 -6.151
S -4.543 3.353 0.619
C 2.042 2.214 4.243
C 3.010 -0.163 0.975

- E_HOMO (spin up / spin down): -2.44 / -4.71 eV
- Maximum force: 2.85 eV/Å
- Net charge: -1
- Spin multiplicity: 4
- LUMO (spin up / spin down): 1.55 / 1.54 eV

Atom charges from the Mulliken analysis, given in e for atoms 1 to 2: 0.269, 0.649

Entry from the Open Molecules 2025 dataset: C45H35N4OP2PtS3 as an isolated structure at a distorted geometry (ωB97M-V with the def2-TZVPD basis set).

Atoms and positions in Å:
N 1.647 3.176 1.990
C -0.962 -3.688 -1.904
C 0.377 -2.137 -3.153
C -0.566 0.534 -3.423
C -5.288 -2.290 2.792
C -1.556 2.476 3.309
C 2.070 2.784 0.727
C -0.252 -0.435 3.496
H -1.518 -1.818 4.536
H 0.156 -2.256 6.313
H 4.594 0.312 -6.548
C -2.107 2.309 0.971
C 1.928 -0.068 4.445
C -3.051 -2.217 1.940
H -2.338 5.504 2.035
H -2.207 1.697 0.086
H -3.855 0.702 3.461
C 2.993 -0.018 -5.160
C 3.812 3.839 2.643
H 5.308 3.738 1.080
C 1.612 -0.933 5.480
H -0.954 -1.565 -1.573
H 4.490 4.197 3.400
C 0.991 0.185 3.463
H -2.207 -2.668 1.433
C 2.355 -2.906 2.697
Pt 1.305 -0.279 -0.491
C -0.410 1.909 -3.303
H -5.984 -0.527 3.797
C 3.371 -2.677 3.624
H -3.654 2.852 -3.333
H 3.155 -0.010 -8.532
C -5.163 -0.994 3.270
H -3.939 0.424 -3.637
H 0.672 3.021 2.208
S 3.101 -0.703 1.264
H -1.378 3.813 -3.194
H 2.347 -1.140 6.243
C 1.435 -3.894 3.050
N 4.222 -2.561 4.393
H 1.008 -5.308 -4.121
C 0.952 -3.190 -3.849
N 2.150 -0.006 -2.339
C -2.785 2.209 -3.384
H 2.910 0.376 4.385
C 0.836 -0.480 -6.119
C -2.946 0.844 -3.544
N 0.657 -4.662 3.421
H -0.721 -5.751 -2.420
H -1.990 -1.053 -3.729
O -0.804 -0.443 0.780
C -2.159 4.439 2.067
H -6.207 -2.832 2.962
C 0.375 -1.556 5.518
H 0.755 -0.505 -8.260
H 3.744 2.731 -0.577
H -1.687 -3.885 -1.128
S 0.895 2.206 -0.340
C -0.558 -2.392 -2.155
C 0.553 -4.487 -3.585
H -2.609 4.145 -0.008
H 0.595 2.299 -3.207
C -0.413 -4.736 -2.624
C -1.768 3.845 3.257
C -2.929 -0.920 2.419
C -2.331 3.673 0.923
C -0.562 -1.313 4.525
P -1.358 -0.075 2.097
C -1.724 1.710 2.164
H -4.341 -3.920 1.778
H 3.581 0.116 -4.263
C 3.540 0.091 -6.426
C -3.978 -0.306 3.089
C 2.732 -0.089 -7.539
P 1.018 -0.431 -3.305
C 1.646 -0.310 -5.006
C 2.235 -2.171 1.527
C -1.844 0.008 -3.579
H -0.214 -0.702 -5.988
C 4.277 3.547 1.332
C 2.506 3.638 2.937
S 1.206 -2.648 0.239
H 1.225 0.827 2.628
H 2.080 3.833 3.909
C -1.511 2.745 -3.289
H -1.609 4.451 4.140
H 1.713 -2.980 -4.591
C -4.236 -2.904 2.129
H -1.247 1.999 4.230
C 1.382 -0.370 -7.386
C 3.415 3.010 0.411

- E_HOMO (spin up / spin down): -3.32 / -3.32 eV
- Maximum force: 1.49 eV/Å
- Net charge: -1
- Relative energy (zero: lowest compared OMol25 entry of this formula, charge and spin): 62.1 kcal/mol
- LUMO (spin up / spin down): 1.67 / 1.66 eV

Atom charges from the Mulliken analysis, given in e for atoms 1 to 2: 0.222, -0.685

Entry from the Open Molecules 2025 dataset: C45H38BrF4InN2O2P3 as an isolated structure (ωB97M-V with the def2-TZVPD basis set).

Atoms and positions in Å:
C -3.185 3.799 1.702
H -5.707 2.387 -0.128
H -0.348 3.023 -3.189
C -5.220 2.999 0.620
C -1.901 -5.753 2.118
H 4.838 -4.847 -2.040
P -0.038 0.988 -1.058
C -0.650 -3.948 3.052
C -1.365 -5.454 0.868
C -0.110 -3.615 1.815
H 5.664 -3.670 4.639
P 1.035 -2.216 1.739
Br 0.209 -4.163 -1.030
C 4.669 -3.663 2.741
H 1.358 2.409 1.071
C -4.055 3.279 -2.522
H -4.925 4.299 -4.188
C 0.903 0.247 3.021
In 1.595 -1.453 -0.713
C 5.292 -4.069 -2.647
C 2.612 -2.322 4.069
C -1.871 0.397 2.897
F -2.744 -6.747 2.246
H -3.929 4.183 -1.939
C 1.564 1.864 -1.010
C 3.755 -2.703 4.754
C -0.773 -0.347 -3.356
H 3.432 -3.535 0.994
O 3.296 -2.727 -1.421
C -0.480 -4.404 0.719
C -5.973 3.777 1.475
H -1.327 -1.428 -5.126
H -0.875 2.410 0.715
N 3.758 -0.516 0.075
C -5.342 4.565 2.432
H 6.284 -4.358 -2.971
H -7.052 3.774 1.398
C 0.243 1.353 3.539
C -1.193 0.683 -5.482
H -0.962 3.253 -0.849
C 3.269 2.971 0.299
H 0.810 2.143 4.016
H 4.349 2.420 -2.865
O 5.502 -2.876 -1.834
C -1.142 1.424 3.487
H 5.739 -0.927 -0.496
H -3.475 5.211 3.278
C -3.951 4.579 2.541
P -2.934 1.975 -0.386
C -0.929 1.934 -4.933
N 4.770 -1.189 -0.617
C 2.502 -2.605 2.706
H -0.987 2.820 -5.551
C -0.576 2.045 -3.600
C -3.813 3.013 0.718
C -3.854 0.867 -2.749
H -2.107 3.829 1.783
H -0.737 -1.237 -2.737
H -1.458 0.600 -6.528
H -3.570 -0.094 -2.340
H 2.098 1.444 -3.055
H -1.796 -1.519 1.948
H -5.268 2.234 -5.499
C -1.538 -4.998 3.221
H 5.460 -4.200 2.236
H 3.841 -2.489 5.811
F -2.031 -5.271 4.408
C 2.003 2.411 0.199
F -1.720 -6.197 -0.165
C -3.661 2.036 -2.012
H -1.656 2.266 3.932
H 4.662 -3.822 -3.497
C -0.492 0.901 -2.802
H 3.890 -0.638 1.079
C 2.423 1.859 -2.109
C -4.431 0.945 -4.005
H 3.793 0.479 -0.152
H 5.102 3.416 -0.731
C 3.697 2.408 -2.002
C -4.809 2.179 -4.520
C 4.120 2.968 -0.803
C -1.116 -0.457 -4.697
C -4.619 3.343 -3.784
H 1.811 -1.821 4.596
C 4.779 -3.369 4.094
H 1.982 0.187 3.100
H -2.953 0.442 2.874
C 3.534 -3.278 2.044
C -1.148 2.302 -0.337
H 3.591 3.420 1.230
H -5.936 5.177 3.099
C 4.463 -2.307 -1.310
H -4.599 0.043 -4.578
C 0.173 -0.800 2.459
F -0.320 -3.235 4.127
C -1.217 -0.711 2.380

- E_HOMO (spin up / spin down): -15.85 / -14.85 eV
- Maximum force: 0.09 eV/Å
- Net charge: +3
- Relative energy (zero: lowest compared OMol25 entry of this formula, charge and spin): 0.0 kcal/mol
- LUMO (spin up / spin down): -9.26 / -9.83 eV

Atom charges from the Mulliken analysis, given in e for atoms 1 to 2: -0.385, 0.488

E list, top to bottom, in eV: -118576.0680, -109572.9300, -168284.8343